Here is C38H39CoFN5O3S2 as an isolated structure from the Open Molecules 2025 dataset. Energies are from ωB97M-V with the def2-TZVPD basis set.

CARTESIAN COORDINATES (ANGSTROEM)
Co (-0.24, -0.03, -0.31)
N (3.48, -2.11, -1.06)
C (2.43, -1.33, -0.68)
S (0.85, -1.95, -0.98)
N (2.77, -0.17, -0.14)
N (1.68, 0.55, 0.20)
C (1.77, 1.80, 0.52)
C (3.02, 2.58, 0.51)
C (4.07, 2.26, 1.37)
C (5.25, 2.99, 1.33)
C (5.39, 4.03, 0.42)
C (4.36, 4.33, -0.45)
C (3.18, 3.61, -0.41)
C (0.47, 2.46, 0.78)
C (0.37, 3.74, 1.31)
C (-0.88, 4.29, 1.50)
C (-2.01, 3.55, 1.16)
C (-1.83, 2.27, 0.65)
N (-0.63, 1.74, 0.47)
H (3.29, -3.08, -1.27)
H (4.37, -1.88, -0.66)
H (3.96, 1.44, 2.06)
H (6.05, 2.74, 2.01)
H (6.32, 4.59, 0.39)
H (4.48, 5.13, -1.18)
H (2.38, 3.83, -1.10)
H (1.27, 4.29, 1.56)
H (-0.98, 5.29, 1.91)
H (-3.00, 3.94, 1.29)
H (-2.66, 1.65, 0.37)
C (-4.81, -1.15, 2.72)
C (-3.74, -0.10, 2.45)
C (-4.29, 1.29, 2.79)
C (-2.45, -0.38, 3.20)
C (-2.44, -0.23, 4.58)
C (-1.30, -0.45, 5.33)
C (-0.14, -0.84, 4.68)
C (-0.11, -1.01, 3.30)
C (1.16, -1.49, 2.63)
C (1.40, -2.98, 2.91)
C (2.37, -0.66, 3.04)
C (-1.27, -0.80, 2.54)
N (-1.27, -0.97, 1.14)
C (-1.94, -2.06, 0.69)
C (-2.21, -3.23, 1.42)
C (-2.88, -4.31, 0.85)
C (-3.32, -4.27, -0.46)
C (-3.09, -3.12, -1.22)
C (-2.42, -2.07, -0.63)
F (-2.24, -0.93, -1.37)
H (-5.73, -0.90, 2.19)
H (-5.04, -1.20, 3.79)
H (-4.48, -2.14, 2.40)
H (-3.50, -0.13, 1.39)
H (-4.70, 1.31, 3.80)
H (-5.09, 1.56, 2.11)
H (-3.52, 2.06, 2.74)
H (-3.35, 0.08, 5.08)
H (-1.31, -0.33, 6.40)
H (0.76, -1.02, 5.25)
H (1.01, -1.40, 1.56)
H (1.56, -3.16, 3.98)
H (2.28, -3.33, 2.37)
H (0.54, -3.57, 2.59)
H (2.63, -0.82, 4.09)
H (2.19, 0.40, 2.89)
H (3.24, -0.95, 2.44)
H (-1.88, -3.29, 2.44)
H (-3.05, -5.19, 1.45)
H (-3.84, -5.11, -0.90)
H (-3.42, -3.02, -2.24)
C (1.37, -4.31, -5.42)
C (0.96, -2.94, -4.97)
C (1.90, -1.92, -4.81)
C (1.52, -0.67, -4.37)
C (0.19, -0.41, -4.09)
C (-0.76, -1.40, -4.25)
C (-0.37, -2.66, -4.69)
S (-0.27, 1.17, -3.40)
O (-1.70, 1.30, -3.57)
O (0.54, 2.17, -4.06)
O (0.12, 1.05, -1.97)
H (2.43, -4.34, -5.67)
H (0.81, -4.63, -6.30)
H (1.19, -5.05, -4.63)
H (2.94, -2.13, -5.01)
H (2.25, 0.12, -4.23)
H (-1.79, -1.18, -4.01)
H (-1.12, -3.44, -4.80)

Calculated values
<S²>   0.863
Total charge   -1
2S+1   2
Relative energy (zero: lowest compared OMol25 entry of this formula, charge and spin)   3.2 kJ/mol
Frontier orbital gap (spin up / spin down)   6.535 / 6.613 eV

Here is C19H24CrN3O6S3 as an isolated structure from the Open Molecules 2025 dataset. Energies are from ωB97M-V with the def2-TZVPD basis set.

CARTESIAN COORDINATES (ANGSTROEM)
Cr (-0.11, 1.02, -1.45)
C (-0.77, -2.88, -1.00)
N (0.02, -2.09, -0.08)
C (-0.56, -2.04, 1.25)
C (-0.05, -0.90, 2.13)
N (-0.54, 0.42, 1.79)
C (-1.96, 0.60, 2.01)
C (0.20, 1.49, 2.36)
C (0.67, 1.40, 3.67)
C (1.37, 2.44, 4.27)
C (1.60, 3.60, 3.54)
C (1.14, 3.69, 2.24)
C (0.44, 2.66, 1.61)
S (-0.13, 2.94, -0.03)
C (1.41, -2.38, -0.12)
C (1.85, -3.69, 0.00)
C (3.19, -4.02, -0.06)
C (4.12, -3.00, -0.23)
C (3.69, -1.69, -0.35)
C (2.34, -1.34, -0.30)
S (1.91, 0.36, -0.30)
H (-0.80, -3.95, -0.74)
H (-0.35, -2.76, -2.00)
H (-1.79, -2.51, -1.01)
H (-0.37, -2.98, 1.80)
H (-1.64, -1.96, 1.11)
H (1.04, -0.87, 2.07)
H (-0.32, -1.18, 3.18)
H (-2.24, 0.43, 3.07)
H (-2.54, -0.06, 1.37)
H (-2.23, 1.63, 1.74)
H (0.47, 0.49, 4.22)
H (1.73, 2.34, 5.29)
H (2.16, 4.42, 3.98)
H (1.34, 4.59, 1.66)
H (1.11, -4.48, 0.13)
H (3.51, -5.06, 0.02)
H (5.18, -3.23, -0.29)
H (4.41, -0.90, -0.50)
N (-1.42, 2.30, -2.61)
C (-2.86, 2.25, -2.37)
C (-3.32, 0.81, -2.50)
C (-2.92, 0.00, -1.27)
O (-3.72, -0.77, -0.75)
O (-1.75, 0.22, -0.82)
H (-1.05, 3.24, -2.45)
H (-1.20, 2.04, -3.58)
H (-3.40, 2.89, -3.08)
H (-3.05, 2.62, -1.36)
H (-2.85, 0.35, -3.38)
H (-4.40, 0.75, -2.62)
O (1.89, -0.08, -4.50)
S (0.72, 0.52, -3.92)
O (-0.22, 1.06, -4.92)
O (1.05, 1.66, -2.93)
O (-0.01, -0.40, -2.96)

Calculated values
<S²>   0.784
Total charge   -2
2S+1   2
Relative energy (zero: lowest compared OMol25 entry of this formula, charge and spin)   0.0 kJ/mol
Frontier orbital gap (spin up / spin down)   6.226 / 6.273 eV

Here is C12H19N3O9S3W as an isolated structure in a non-equilibrium geometry from the Open Molecules 2025 dataset. Energies are from ωB97M-V with the def2-TZVPD basis set.

CARTESIAN COORDINATES (ANGSTROEM)
W (-0.10, 0.71, 0.42)
O (0.08, 0.28, -1.60)
C (-0.44, -0.90, -2.15)
C (-0.24, -2.05, -1.18)
N (-0.84, -1.68, 0.12)
C (-0.18, -2.43, 1.19)
C (1.26, -1.92, 1.28)
O (2.19, -2.63, 1.56)
O (1.33, -0.65, 0.99)
C (-2.29, -1.77, 0.10)
C (-2.92, -0.38, -0.13)
O (-4.10, -0.24, -0.31)
O (-2.05, 0.59, -0.06)
H (-0.46, 1.66, -2.62)
H (0.09, -1.12, -3.09)
H (-1.51, -0.77, -2.39)
H (0.83, -2.20, -1.04)
H (-0.68, -2.97, -1.57)
H (-0.20, -3.51, 1.03)
H (-0.66, -2.19, 2.14)
H (-2.67, -2.13, 1.06)
H (-2.66, -2.45, -0.68)
O (2.19, 1.63, 0.34)
H (2.87, 0.95, 0.39)
H (2.22, 2.03, -0.56)
C (-4.66, 2.61, 1.99)
C (-3.66, 1.62, 2.46)
C (-3.99, 0.40, 2.99)
C (-2.96, -0.53, 3.24)
N (-1.71, -0.28, 2.93)
C (-1.35, 0.95, 2.48)
S (0.27, 1.49, 2.77)
N (-2.36, 1.92, 2.33)
C (-3.26, -1.85, 3.89)
H (-5.58, 2.54, 2.56)
H (-4.89, 2.37, 0.95)
H (-4.27, 3.62, 2.03)
H (-5.02, 0.13, 3.16)
H (-2.08, 2.82, 1.97)
H (-4.29, -2.15, 3.71)
H (-3.11, -1.74, 4.96)
H (-2.57, -2.62, 3.55)
O (1.50, 2.84, -2.05)
S (0.19, 3.43, -1.91)
O (0.07, 4.81, -2.25)
O (-0.80, 2.61, -2.79)
S (-0.47, 3.14, 0.00)

Calculated values
<S²>   2.034
2S+1   3
Relative energy (zero: lowest compared OMol25 entry of this formula, charge and spin)   50.1 kJ/mol
Frontier orbital gap (spin up / spin down)   7.697 / 7.112 eV

Here is one molecule with the formula C3H8O in a non-equilibrium geometry from the Open Molecules 2025 dataset. Energies are from ωB97M-V with the def2-TZVPD basis set.

CARTESIAN COORDINATES (ANGSTROEM)
C (1.35, -0.43, -0.26)
C (0.07, 0.33, -0.01)
C (-0.61, -0.06, 1.31)
O (-0.89, 0.23, -1.05)
H (1.26, -1.51, -0.15)
H (2.12, -0.13, 0.45)
H (1.73, -0.13, -1.23)
H (0.31, 1.41, 0.04)
H (-1.50, -0.63, 1.01)
H (-1.05, 0.80, 1.81)
H (0.03, -0.60, 2.00)
H (-0.48, -0.05, -1.85)

Calculated values
Relative energy (zero: lowest compared OMol25 entry of this formula, charge and spin)   24.5 kJ/mol
Frontier orbital gap   11.210 eV

Here is C43H63N4PdSi2 as an isolated structure from the Open Molecules 2025 dataset. Energies are from ωB97M-V with the def2-TZVPD basis set.

CARTESIAN COORDINATES (ANGSTROEM)
Pd (0.34, 0.11, -0.21)
C (-1.30, 3.69, -5.11)
C (-2.27, 2.73, -4.42)
C (-1.60, 1.61, -3.68)
C (-1.51, 0.30, -4.03)
C (-1.95, -0.36, -5.30)
C (-0.81, -0.42, -6.34)
C (-0.80, -0.37, -2.96)
N (-0.55, 0.52, -1.96)
C (-1.01, 1.74, -2.37)
C (-0.96, 2.90, -1.63)
C (-0.58, 3.00, -0.32)
C (-0.76, 4.16, 0.51)
C (-1.38, 5.46, 0.08)
C (-0.39, 6.38, -0.65)
C (-0.32, 3.83, 1.75)
C (0.18, 2.48, 1.66)
C (0.82, 1.80, 2.67)
C (1.47, 0.59, 2.55)
N (1.49, -0.17, 1.41)
C (2.34, -1.21, 1.64)
C (2.63, -2.21, 0.73)
C (1.96, -2.43, -0.45)
N (1.00, -1.61, -0.97)
C (0.54, -2.23, -2.10)
C (-0.34, -1.67, -2.99)
C (1.21, -3.49, -2.28)
C (2.13, -3.60, -1.28)
C (3.05, -4.74, -0.98)
C (4.52, -4.46, -1.31)
C (0.99, -4.44, -3.42)
C (1.84, -4.06, -4.65)
C (2.89, -1.11, 2.97)
C (2.32, -0.02, 3.55)
C (2.57, 0.55, 4.91)
C (3.70, 1.60, 4.90)
C (3.84, -2.10, 3.58)
C (5.28, -1.96, 3.08)
N (-0.01, 1.99, 0.40)
C (-0.31, 4.69, 2.98)
C (-1.53, 4.45, 3.88)
H (-1.84, 4.45, -5.66)
H (-0.65, 3.15, -5.81)
H (-0.65, 4.20, -4.39)
H (-2.94, 2.31, -5.16)
H (-2.90, 3.29, -3.72)
H (-2.79, 0.19, -5.72)
H (-2.31, -1.37, -5.09)
H (-0.48, 0.58, -6.60)
H (-1.14, -0.93, -7.25)
H (0.05, -0.97, -5.94)
H (-1.34, 3.80, -2.09)
H (-1.77, 5.97, 0.95)
H (-2.23, 5.25, -0.57)
H (0.47, 6.61, -0.01)
H (-0.87, 7.32, -0.92)
H (-0.01, 5.92, -1.57)
H (0.92, 2.32, 3.62)
H (3.36, -2.95, 1.01)
H (-0.59, -2.26, -3.87)
H (2.72, -5.61, -1.55)
H (2.95, -5.00, 0.07)
H (4.64, -4.21, -2.37)
H (5.13, -5.34, -1.10)
H (4.91, -3.62, -0.73)
H (-0.07, -4.45, -3.70)
H (1.24, -5.45, -3.11)
H (1.60, -3.06, -5.01)
H (1.67, -4.77, -5.47)
H (2.90, -4.08, -4.40)
H (2.84, -0.25, 5.60)
H (1.66, 1.01, 5.30)
H (4.63, 1.16, 4.51)
H (3.89, 1.99, 5.90)
H (3.44, 2.44, 4.25)
H (3.48, -3.11, 3.37)
H (3.82, -1.99, 4.66)
H (5.36, -2.09, 2.00)
H (5.93, -2.70, 3.56)
H (5.68, -0.96, 3.32)
H (-0.28, 5.74, 2.67)
H (0.61, 4.51, 3.54)
H (-2.45, 4.65, 3.33)
H (-1.50, 5.10, 4.75)
H (-1.56, 3.41, 4.22)
C (-3.56, 1.64, -0.46)
Si (-3.25, 0.26, 0.75)
C (-4.65, -0.88, 0.30)
C (-3.47, 1.04, 2.44)
C (-1.53, -0.60, 1.03)
Si (-1.54, -2.38, 1.79)
C (-1.58, -1.94, 3.61)
C (-2.97, -3.47, 1.30)
C (-0.14, -3.59, 1.61)
H (-4.60, 1.93, -0.29)
H (-3.47, 1.31, -1.50)
H (-2.94, 2.52, -0.30)
H (-5.50, -0.24, 0.02)
H (-4.99, -1.52, 1.12)
H (-4.41, -1.51, -0.56)
H (-4.38, 1.66, 2.43)
H (-2.61, 1.67, 2.69)
H (-3.58, 0.29, 3.24)
H (-1.04, 0.01, 1.78)
H (-2.51, -1.45, 3.92)
H (-0.74, -1.26, 3.86)
H (-1.46, -2.85, 4.21)
H (-3.93, -3.19, 1.73)
H (-2.73, -4.48, 1.66)
H (-3.08, -3.52, 0.21)
H (0.81, -3.22, 1.97)
H (-0.03, -3.94, 0.57)
H (-0.42, -4.45, 2.23)

Calculated values
Total charge   +1
Frontier orbital gap   5.088 eV

Here is a 2-piece molecular cluster, C6H17N4Si overall in a non-equilibrium geometry from the Open Molecules 2025 dataset. Energies are from ωB97M-V with the def2-TZVPD basis set.

CARTESIAN COORDINATES (ANGSTROEM)
C (-1.48, -1.62, 0.16)
C (-0.46, -2.69, -0.25)
C (0.69, -2.54, 0.64)
C (2.54, 1.12, -1.17)
C (-0.62, 1.57, -1.79)
C (0.40, 2.80, 0.75)
N (-1.09, -0.40, 0.39)
N (1.09, -1.26, 0.73)
N (-2.77, -2.01, 0.35)
N (0.23, -0.17, 0.51)
Si (0.76, 1.37, -0.47)
H (-0.95, -3.75, -0.28)
H (-0.08, -2.60, -1.22)
H (-1.18, 0.47, 2.54)
H (1.00, -3.36, 1.30)
H (3.34, 0.35, -1.05)
H (2.39, 1.35, -2.25)
H (3.08, 1.88, -0.53)
H (-1.65, 1.50, -1.36)
H (-0.38, 2.47, -2.33)
H (-0.66, 0.66, -2.33)
H (-0.54, 3.30, 0.40)
H (0.43, 2.41, 1.75)
H (1.20, 3.49, 0.67)
H (1.86, -1.00, 1.33)
H (-3.26, -2.73, -0.21)
H (-3.39, -1.38, 1.00)
H (-0.50, 0.78, 2.71)

Calculated values
Total charge   +1
Relative energy (zero: lowest compared OMol25 entry of this formula, charge and spin)   336.9 kJ/mol
Frontier orbital gap (spin up / spin down)   8.133 / 8.131 eV

Here is C15H20BClIN2O7PS as an isolated structure in a non-equilibrium geometry from the Open Molecules 2025 dataset. Energies are from ωB97M-V with the def2-TZVPD basis set.

CARTESIAN COORDINATES (ANGSTROEM)
C (5.73, 0.77, 3.27)
C (4.51, 0.65, 2.31)
B (4.01, -0.85, 2.09)
O (4.90, -1.88, 1.94)
C (2.42, -1.06, 2.00)
C (1.72, -1.39, 3.11)
I (2.86, -1.64, 4.88)
C (0.25, -1.54, 3.06)
P (-0.74, -1.98, 4.57)
O (0.02, -3.24, 5.33)
Cl (-0.44, -0.30, 5.80)
C (-0.40, -1.33, 1.88)
C (-1.93, -1.43, 1.79)
O (-2.62, -0.46, 2.58)
C (-2.37, 0.83, 2.20)
C (-2.71, 1.88, 3.26)
O (-1.94, 1.15, 1.12)
C (0.33, -0.99, 0.69)
N (-0.18, -0.74, -0.51)
S (1.09, -0.40, -1.47)
N (2.34, -0.52, -0.43)
C (1.77, -0.84, 0.73)
H (5.69, 0.06, 4.10)
H (5.71, 1.78, 3.71)
H (6.67, 0.72, 2.70)
H (4.67, 1.09, 1.31)
H (3.67, 1.18, 2.79)
H (4.45, -2.68, 1.64)
H (0.52, -3.74, 4.65)
H (-2.24, -2.42, 2.14)
H (-2.23, -1.34, 0.74)
H (-3.78, 2.14, 3.26)
H (-2.50, 1.42, 4.24)
H (-2.11, 2.78, 3.10)
C (-2.29, 1.85, -7.82)
C (-3.39, 1.01, -7.22)
O (-2.86, 0.12, -6.22)
C (-2.65, 0.66, -5.02)
O (-2.86, 1.80, -4.71)
O (-2.14, -0.28, -4.23)
C (-1.80, 0.17, -2.91)
H (-1.48, 1.22, -8.20)
H (-2.68, 2.46, -8.64)
H (-1.85, 2.52, -7.08)
H (-3.83, 0.38, -7.98)
H (-4.18, 1.62, -6.80)
H (-2.65, 0.68, -2.44)
H (-0.94, 0.84, -2.96)
H (-1.54, -0.69, -2.32)

Calculated values
Frontier orbital gap   7.768 eV

Here is a 4-piece molecular cluster, C21H32F9N2O6 overall from the Open Molecules 2025 dataset. Energies are from ωB97M-V with the def2-TZVPD basis set.

CARTESIAN COORDINATES (ANGSTROEM)
C (-2.58, -4.01, -2.48)
C (-2.36, -2.50, -2.32)
C (-3.41, -1.66, -3.07)
C (-4.22, -0.76, -2.13)
C (-5.46, -0.08, -2.72)
C (-6.25, -0.89, -3.75)
N (-6.92, -2.05, -3.13)
C (-6.78, -3.37, -3.52)
C (-7.57, -4.12, -2.72)
N (-8.17, -3.24, -1.85)
C (-7.77, -2.00, -2.11)
H (-3.51, -4.31, -1.99)
H (-1.77, -4.59, -2.05)
H (-2.67, -4.28, -3.54)
H (-1.35, -2.24, -2.65)
H (-2.41, -2.26, -1.25)
H (-4.07, -2.35, -3.62)
H (-2.91, -1.03, -3.81)
H (-3.56, 0.03, -1.77)
H (-4.50, -1.34, -1.23)
H (-5.19, 0.87, -3.21)
H (-6.13, 0.19, -1.90)
H (-5.59, -1.32, -4.51)
H (-7.00, -0.28, -4.25)
H (-6.13, -3.66, -4.33)
H (-7.73, -5.18, -2.71)
H (-8.82, -3.49, -1.11)
H (-8.09, -1.11, -1.59)
C (-1.25, 2.71, 2.28)
C (-2.08, 2.79, 1.02)
O (-1.28, 2.45, -0.14)
C (-1.07, 1.17, -0.35)
O (-1.49, 0.24, 0.28)
C (-0.20, 0.98, -1.62)
F (0.82, 1.83, -1.66)
F (-0.97, 1.19, -2.71)
F (0.27, -0.26, -1.68)
H (-0.38, 3.35, 2.21)
H (-1.85, 3.03, 3.14)
H (-0.92, 1.69, 2.47)
H (-2.42, 3.80, 0.83)
H (-2.94, 2.12, 1.06)
C (4.77, -0.45, 2.93)
C (3.39, -0.71, 2.38)
O (2.45, -1.01, 3.45)
C (1.96, 0.03, 4.10)
O (2.16, 1.19, 3.89)
C (1.00, -0.46, 5.21)
F (1.54, -1.45, 5.93)
F (-0.13, -0.91, 4.65)
F (0.69, 0.54, 6.03)
H (5.11, -1.30, 3.52)
H (5.47, -0.30, 2.10)
H (4.79, 0.44, 3.56)
H (3.36, -1.59, 1.75)
H (3.01, 0.14, 1.81)
C (8.84, 4.84, 0.86)
C (8.15, 3.65, 0.22)
O (8.64, 2.40, 0.78)
C (8.13, 2.04, 1.94)
O (7.30, 2.61, 2.58)
C (8.76, 0.70, 2.39)
F (10.08, 0.72, 2.24)
F (8.26, -0.30, 1.64)
F (8.47, 0.45, 3.66)
H (9.92, 4.76, 0.74)
H (8.50, 5.75, 0.37)
H (8.60, 4.91, 1.92)
H (8.38, 3.57, -0.84)
H (7.07, 3.69, 0.35)

Calculated values
Total charge   +1
Relative energy (zero: lowest compared OMol25 entry of this formula, charge and spin)   0.0 kJ/mol
Frontier orbital gap   9.507 eV

Here is CHBr3 as an isolated structure in a non-equilibrium geometry from the Open Molecules 2025 dataset. Energies are from ωB97M-V with the def2-TZVPD basis set.

CARTESIAN COORDINATES (ANGSTROEM)
C (4.66, 10.83, 9.74)
Br (4.65, 12.74, 8.98)
Br (3.13, 9.91, 8.88)
Br (4.56, 10.79, 11.78)
H (5.63, 10.47, 9.40)

Calculated values
Relative energy (zero: lowest compared OMol25 entry of this formula, charge and spin)   37.1 kJ/mol
Frontier orbital gap   9.698 eV

Here is one molecule with the formula C5H5N in a non-equilibrium geometry from the Open Molecules 2025 dataset. Energies are from ωB97M-V with the def2-TZVPD basis set.

CARTESIAN COORDINATES (ANGSTROEM)
C (-1.55, 2.03, -0.20)
C (-0.55, 1.36, -0.19)
C (0.68, 0.62, 0.00)
C (0.68, -0.96, -0.19)
C (-0.10, -1.86, 0.65)
N (1.16, -1.88, 0.89)
H (-2.41, 2.57, -0.49)
H (1.20, 0.90, -0.92)
H (1.16, 0.91, 1.02)
H (0.88, -1.37, -1.20)
H (-1.15, -2.31, 0.62)

Calculated values
Relative energy (zero: lowest compared OMol25 entry of this formula, charge and spin)   452.2 kJ/mol
Frontier orbital gap   10.860 eV

Here is one molecule with the formula C5H13NS in a non-equilibrium geometry from the Open Molecules 2025 dataset. Energies are from ωB97M-V with the def2-TZVPD basis set.

CARTESIAN COORDINATES (ANGSTROEM)
C (-1.42, -0.78, -3.11)
S (0.14, -1.35, -2.36)
C (0.45, -0.05, -1.16)
C (0.44, -0.60, 0.27)
C (0.16, 0.56, 1.30)
C (-0.16, -0.07, 2.66)
N (1.17, 1.54, 1.22)
H (-1.65, -1.39, -3.97)
H (-2.22, -0.73, -2.37)
H (-1.21, 0.24, -3.44)
H (-0.19, 0.81, -1.34)
H (1.43, 0.40, -1.31)
H (-0.35, -1.32, 0.47)
H (1.38, -1.12, 0.47)
H (-0.80, 0.93, 0.90)
H (-0.94, -0.81, 2.62)
H (0.74, -0.63, 2.97)
H (-0.22, 0.63, 3.50)
H (2.13, 1.22, 1.22)
H (1.11, 2.51, 1.45)

Calculated values
Relative energy (zero: lowest compared OMol25 entry of this formula, charge and spin)   55.7 kJ/mol
Frontier orbital gap   9.237 eV